[1]
C75H75N15 | the ωB97M-V functional and the def2-TZVPD basis

```
165
Properties=species:S:1:pos:R:3:forces:R:3
N 0.7858 -2.1421 -4.7218 0.30 0.45 0.63
C -0.0211 -1.2845 -4.0702 -0.06 0.40 0.04
C 0.3811 -0.0527 -3.5240 1.57 -0.74 -0.62
C 1.7636 0.2466 -3.6329 -1.62 0.53 0.31
C 2.5897 -0.6329 -4.2760 0.59 0.03 -0.03
C 2.0808 -1.7991 -4.7852 -0.59 -0.76 -0.37
H -1.0665 -1.5759 -3.9687 0.24 -0.07 -0.21
H -0.3178 0.6340 -3.0662 -0.03 -0.13 0.11
H 2.1744 1.1708 -3.2498 -0.12 0.08 0.14
H 3.6396 -0.4315 -4.4036 0.21 0.11 0.16
H 2.7764 -2.4935 -5.2646 -0.43 0.06 -0.07
N -1.2290 4.5925 1.1427 -0.45 0.05 1.41
C -2.2918 5.3598 1.4983 0.40 -0.55 -0.91
C -2.8626 5.4506 2.7549 0.60 -0.06 -0.29
C -2.2931 4.7099 3.7616 1.52 -0.84 0.44
C -1.1521 3.9067 3.4883 -0.69 1.31 -1.18
C -0.6517 3.8882 2.1441 -1.15 0.24 1.18
H -2.7634 5.9034 0.6877 0.17 0.12 -0.13
H -3.6543 6.1516 2.9402 -0.36 0.02 -0.01
H -2.6446 4.7993 4.7854 -0.05 -0.11 -0.11
H -0.6425 3.4481 4.3270 0.07 -0.34 -0.35
H 0.1986 3.2509 1.9166 -0.04 0.14 -0.10
N 4.6665 0.1866 -1.3180 -0.38 0.98 0.91
C 4.2100 1.3437 -0.7613 0.72 -0.55 0.21
C 4.3771 1.6815 0.6027 0.04 0.03 -1.40
C 5.0579 0.7906 1.4076 -0.49 -0.89 -0.08
C 5.4926 -0.4226 0.8723 -0.30 0.66 -0.66
C 5.2833 -0.6679 -0.5008 0.33 0.32 0.76
H 3.7671 2.0404 -1.4718 -0.14 -0.04 0.33
H 4.0486 2.6444 0.9861 -0.11 -0.19 -0.14
H 5.1368 0.9647 2.4693 0.26 0.18 0.13
H 6.0029 -1.1120 1.5205 0.12 -0.37 -0.12
H 5.6951 -1.5579 -0.9634 -0.14 -0.12 0.09
N -4.8631 -2.0662 -4.8165 0.43 0.01 0.76
C -4.0381 -1.0829 -4.3685 -0.98 -1.06 -0.35
C -3.4293 -1.0934 -3.1274 0.14 -0.19 0.68
C -3.6280 -2.1663 -2.2644 -1.48 -0.65 -1.67
C -4.4992 -3.1999 -2.7373 1.17 0.59 1.05
C -5.0960 -3.1281 -4.0023 0.89 1.15 0.17
H -3.8710 -0.2325 -5.0202 -0.15 -0.11 -0.16
H -2.8076 -0.2606 -2.8329 0.10 0.13 0.05
H -3.1867 -2.2257 -1.2820 0.12 -0.02 0.07
H -4.5771 -4.0222 -2.0189 -0.57 -0.01 -0.72
H -5.7514 -3.9136 -4.3917 0.23 0.32 0.18
N -2.4450 -4.3290 0.7539 0.27 -1.34 0.59
C -3.3468 -5.2838 0.4389 -0.16 -0.58 0.65
C -3.6417 -6.4331 1.1961 0.30 1.23 -0.34
C -2.8730 -6.6758 2.3327 -0.43 -0.58 -0.72
C -1.9101 -5.7693 2.6446 1.18 1.03 -0.12
C -1.7054 -4.6163 1.8512 -1.36 -0.47 0.23
H -3.9294 -5.2250 -0.4756 0.18 0.66 -0.01
H -4.5061 -6.9733 0.8415 0.20 -0.60 0.22
H -2.8783 -7.5706 2.9383 -0.68 -0.14 -0.06
H -1.2909 -6.0059 3.5083 0.13 0.52 -0.24
H -1.0192 -3.8763 2.2146 0.41 0.27 -0.24
N 2.3323 4.3758 -1.9170 0.00 -0.24 -0.04
C 2.5311 4.1989 -3.2389 -1.38 0.67 0.51
C 1.7547 4.8873 -4.1866 1.14 -0.91 -0.18
C 0.8116 5.7873 -3.7774 0.10 0.66 0.29
C 0.6825 6.0288 -2.4170 -0.21 -0.38 0.69
C 1.4018 5.2665 -1.4977 0.88 -0.14 -1.48
H 3.2460 3.4533 -3.5870 0.08 0.22 0.38
H 1.9501 4.7209 -5.2414 -0.13 -0.05 0.09
H 0.2616 6.3349 -4.5288 -0.22 0.11 0.14
H 0.0164 6.7638 -2.0028 -0.34 0.22 -0.19
H 1.2827 5.4314 -0.4286 0.05 -0.21 -0.21
N -2.5199 -1.8730 4.6640 -0.59 1.33 -1.30
C -2.3557 -0.5340 4.7749 -0.34 0.60 0.26
C -2.8925 0.4883 3.9436 -0.20 -2.37 -0.06
C -3.6242 0.0089 2.8380 -0.04 0.46 0.26
C -3.8668 -1.3489 2.6894 0.52 -0.31 1.05
C -3.2997 -2.2352 3.6233 0.13 0.11 -0.08
H -1.7997 -0.2256 5.6572 0.08 -0.02 -0.04
H -2.8181 1.5332 4.2236 0.25 -0.14 -0.30
H -4.0510 0.6603 2.0840 0.02 0.21 0.30
H -4.5387 -1.7211 1.9238 0.29 0.01 -0.09
H -3.4580 -3.3035 3.5105 -0.09 0.06 0.06
N 0.9702 -6.8732 -3.4234 -1.45 0.32 0.18
C 1.0198 -5.8376 -2.5765 0.20 0.48 0.18
C -0.0694 -5.0910 -2.1459 -0.13 -0.43 -0.11
C -1.3407 -5.4298 -2.5842 0.39 0.56 0.37
C -1.4505 -6.4782 -3.4648 0.31 -0.81 -0.13
C -0.2927 -7.1679 -3.8293 0.55 0.20 0.05
H 1.9741 -5.4920 -2.1789 0.10 -0.54 -0.32
H 0.1047 -4.2889 -1.4464 -0.11 0.16 0.05
H -2.1829 -4.8642 -2.2200 -0.22 0.01 -0.11
H -2.4035 -6.8503 -3.8289 0.08 0.21 -0.01
H -0.4103 -8.0101 -4.4974 0.24 -0.11 -0.09
N 5.0862 -4.6567 -1.0687 0.11 -0.53 -0.14
C 4.4739 -4.0428 -2.1030 0.78 -1.38 0.39
C 4.1886 -4.7229 -3.2744 -0.23 -1.34 -0.56
C 4.4697 -6.1157 -3.4047 0.24 1.88 0.78
C 5.1836 -6.6850 -2.3513 -0.84 -0.73 -0.81
C 5.4415 -5.9617 -1.2128 -0.21 1.77 0.26
H 4.2072 -3.0030 -1.9844 -0.03 0.12 0.07
H 3.6707 -4.2064 -4.0669 -0.10 0.02 -0.10
H 4.1261 -6.6826 -4.2666 0.21 0.15 0.17
H 5.4213 -7.7382 -2.3905 0.17 -0.07 0.06
H 5.9549 -6.4233 -0.3706 -0.11 0.17 -0.10
N 4.6758 6.7210 1.1672 -0.58 -0.61 -0.55
C 3.8513 5.6576 1.0108 -0.55 1.05 1.33
C 2.7674 5.4788 1.9004 0.17 -0.32 -0.48
C 2.5152 6.3755 2.9490 0.54 -0.71 -0.53
C 3.3262 7.4741 3.0436 0.86 0.89 -0.68
C 4.3834 7.6143 2.0926 -0.63 -0.44 1.05
H 4.0853 5.0244 0.1592 -0.28 -0.18 0.26
H 2.0608 4.6572 1.8256 0.33 -0.19 -0.33
H 1.7509 6.1318 3.6830 -0.06 0.27 -0.22
H 3.1401 8.2457 3.7885 0.24 -0.15 -0.12
H 5.0786 8.4374 2.1233 -0.07 0.37 0.24
N 1.6620 1.9384 3.6992 -0.14 -0.48 0.86
C 2.6986 2.5899 4.2531 0.51 0.10 0.06
C 3.3160 2.3516 5.4903 -2.49 -1.63 -0.11
C 2.7099 1.2885 6.2187 0.48 0.37 -0.45
C 1.6236 0.5864 5.6733 0.04 0.69 0.21
C 1.0944 0.9434 4.4333 1.24 0.74 0.07
H 3.1539 3.4019 3.6945 -0.36 0.00 -0.43
H 4.0561 3.0521 5.8317 0.36 -0.27 0.26
H 3.0557 0.9538 7.1947 0.10 0.34 -0.10
H 1.1176 -0.1492 6.2915 0.15 -0.12 -0.21
H 0.2249 0.4117 4.0508 0.17 0.27 -0.26
N -6.7943 2.0246 -1.3809 1.65 -0.36 1.02
C -7.1279 3.1142 -0.6970 -0.74 -0.03 -1.17
C -6.3579 3.7284 0.2575 -0.29 0.14 0.50
C -5.1600 3.1803 0.5590 1.42 -1.18 0.07
C -4.7114 1.9858 -0.0873 -1.17 1.52 0.81
C -5.5793 1.4558 -1.0211 -1.05 0.45 -0.55
H -8.0487 3.6244 -0.9558 -0.30 -0.38 -0.22
H -6.7261 4.5751 0.8207 -0.03 0.16 -0.22
H -4.5941 3.7087 1.3064 0.58 -0.29 0.21
H -3.7743 1.5319 0.2013 0.10 -0.14 -0.37
H -5.3068 0.5569 -1.5627 -0.11 -0.01 -0.03
N -3.6190 2.6431 -4.6348 0.25 0.12 1.40
C -4.3232 3.2325 -3.6427 -0.84 -0.63 -0.90
C -3.8531 3.9055 -2.5533 0.57 0.38 0.18
C -2.4829 4.0177 -2.4183 0.19 0.32 -0.06
C -1.7028 3.4168 -3.3928 -0.05 -0.73 0.31
C -2.2973 2.6807 -4.4337 0.08 1.04 -0.06
H -5.3939 3.1484 -3.6425 -0.45 -0.22 -0.72
H -4.5813 4.3285 -1.8756 0.18 0.02 0.14
H -2.0184 4.5718 -1.6026 -0.05 -0.19 -0.10
H -0.6355 3.4443 -3.2483 0.26 -0.08 -0.34
H -1.6717 2.2140 -5.1887 -0.04 -0.10 0.07
N 1.5059 -4.4068 2.8893 1.09 0.25 -0.63
C 1.5070 -3.5544 3.8949 0.26 0.93 0.79
C 2.6504 -2.9037 4.4165 -0.56 -0.54 0.08
C 3.8895 -3.1661 3.8708 -0.89 0.27 -0.15
C 3.8936 -4.0385 2.7787 0.89 0.03 -0.52
C 2.7225 -4.5979 2.3035 -0.80 -0.35 1.25
H 0.5518 -3.2996 4.3511 -0.08 -0.26 -0.06
H 2.5617 -2.2670 5.2944 -0.14 0.00 -0.29
H 4.7199 -2.6093 4.3004 0.29 -0.54 -0.41
H 4.8069 -4.3062 2.2455 -0.13 0.20 0.20
H 2.7480 -5.3495 1.5305 0.04 0.12 -0.35
N -1.5719 0.1274 0.0226 1.30 -1.05 -0.20
C -0.6957 1.1073 -0.2139 1.19 -0.09 1.72
C 0.7157 1.0250 0.1172 -1.35 -0.01 -1.21
C 1.2226 -0.1881 0.5477 -0.84 -0.06 0.15
C 0.3220 -1.2471 0.7355 -0.49 0.87 -0.56
C -1.0353 -1.0658 0.4360 0.21 0.79 0.38
H -1.1575 2.0637 -0.4508 0.31 0.01 -0.35
H 1.3743 1.8701 -0.0951 -0.28 -0.12 0.17
H 2.2662 -0.3588 0.7852 0.04 0.29 -0.07
H 0.7297 -2.1619 1.1139 -0.22 -0.61 0.08
H -1.7482 -1.8671 0.6163 0.10 0.03 -0.11
```
Positions in Å, forces in eV/Å.

## Properties
Energy above the lowest of the compared OMol25 structures with the same formula, charge and spin in kcal/mol: 20.7
E in eV: -101339.3231
Gap between HOMO and LUMO in eV: 9.42
Spin multiplicity: 1

Atom charges from the Löwdin analysis, given in e for atoms 1 to 4:
1. N 0.071
2. C -0.135
3. C -0.041
4. C -0.070

[2]
C2H7N3 | the ωB97M-V functional and the def2-TZVPD basis

```
12
Properties=species:S:1:pos:R:3:forces:R:3
C 0.4448 0.7245 -0.1332 2.04 0.89 2.29
C -1.0313 -1.3708 0.9519 -0.11 1.12 2.50
N 1.2815 1.4685 -0.9306 -0.53 -0.40 -0.27
N 0.9489 -0.3314 0.4644 0.24 1.70 -1.67
N 0.2356 -1.1656 1.1811 -1.17 -2.25 -0.40
H 2.1667 1.0290 -1.1307 0.03 0.04 0.06
H 1.3052 2.4645 -0.7874 -0.12 -0.07 -0.12
H -0.3263 1.3223 0.3626 -0.62 -0.40 -0.61
H -0.6665 -0.3844 -1.3268 -1.44 -2.00 0.48
H -1.4651 -2.1434 1.5749 0.10 -0.36 -0.07
H -1.1335 -1.0435 -1.0274 1.33 1.78 -1.05
H -1.7599 -0.5697 0.8011 0.23 -0.05 -1.14
```
Positions in Å, forces in eV/Å.

## Properties
Energy above the lowest of the compared OMol25 structures with the same formula, charge and spin in kcal/mol: 100.9
E in eV: -6653.5798
Gap between HOMO and LUMO in eV: 9.12
Spin multiplicity: 1

Atom charges from the natural (NBO) analysis, given in e for atoms 1 to 4:
1. C 0.234
2. C -0.217
3. N -0.798
4. N -0.322